Entry from the OMol25 dataset: a single C4H7NO molecule at a distorted geometry (ωB97M-V with the def2-TZVPD basis set).

Last column: Mulliken charge in e.
Element x y z (Å)
H -1.5581 -2.2215 0.0660  0.266
N -1.9798 -1.3236 -0.1731  -0.678
C -1.2793 -0.3307 0.0747  0.480
C -1.1780 1.1188 -0.0079  -0.636
C -0.0271 0.2842 0.5542  -0.147
C 1.2444 0.1161 -0.2455  -0.459
O 1.8512 -1.0989 0.1442  -0.510
H -1.0557 1.5683 -0.9832  0.222
H -1.7507 1.7265 0.6769  0.263
H 0.1424 0.3213 1.6232  0.352
H 1.9236 0.9625 -0.0518  0.305
H 1.0049 0.1026 -1.3198  0.243
H 2.6622 -1.2256 -0.3579  0.299

## Properties
* LUMO energy: 0.8 eV
* frontier orbital gap: 9.923 eV
* 2S+1: 1
* relative energy (zero: lowest compared OMol25 entry of this formula, charge and spin): 257.6 kJ/mol
* DFT total energy: -7796.974 eV
* HOMO level: -9.073 eV